Density functional theory data (wB97M-V/def2-TZVPD) for a cluster of 8 separate species, C32H66FNO10S in total at a distorted geometry.

Positions of all 111 atoms, in Å:
H 2.4739 -2.6943 2.6135
H -8.9998 -7.8759 3.7738
C 5.1826 6.4185 -1.3579
H -1.3741 -0.8214 -2.7194
H -5.5267 -0.5131 -2.6480
C -6.9325 -7.8052 3.1742
C 3.5454 -3.1809 -1.3939
H 4.2468 -3.9162 -0.9404
O 4.5651 6.9002 -3.5925
C 3.5082 7.3466 -2.7321
C -4.6924 -3.7040 1.1773
H -1.2180 5.7752 -1.3067
C -0.6520 8.1228 0.1815
O 5.3248 -0.4317 4.6138
H -3.6869 -3.3728 0.9098
H 1.7760 -2.0098 -0.9659
H 8.2781 -0.9799 5.9855
O -6.9368 -6.8166 2.1360
H -7.8181 -6.9501 0.2652
H -9.7630 -8.4086 1.5219
H 2.6094 -1.6662 -3.1075
H -6.9268 -2.7179 3.4439
H 4.9178 0.9738 6.0564
S 5.1703 -2.8195 -3.4680
C -8.0995 -7.0040 1.3180
H 6.7705 -1.8605 4.3088
H 0.8028 4.4325 -2.9155
C 7.3928 -0.3814 5.7706
H 4.0757 -3.2016 2.0340
C 0.6580 1.3067 -3.3227
C -8.6891 -8.3499 1.6992
C 0.2675 8.3231 -1.0103
H 2.7370 3.1166 -3.3969
H -4.6627 -2.8960 -1.6234
H -4.7927 -0.5878 -1.0398
H 2.4172 -0.7937 0.8566
O 0.3275 7.0684 -1.7020
C 3.6785 6.6155 -1.4144
H -3.3265 1.0099 -2.1582
H 3.1771 5.6437 -1.4590
C -0.4254 6.6591 0.5090
H -4.5423 -2.5326 2.9784
H 2.5446 7.1456 -3.2010
H 1.9233 -3.4658 0.0410
F 6.5954 -2.0363 -3.5409
H -0.4296 8.7978 1.0081
H 4.1428 -0.6037 6.3074
H -1.2379 6.2031 1.0747
H 5.4192 5.1063 -3.0712
O 3.3960 -1.2274 -2.7319
H 0.3932 5.1739 -0.8662
H -1.9819 -0.6748 -1.0579
H 6.5299 6.4916 -3.0779
C 0.6555 3.6198 -3.6276
C 1.6042 1.6309 -4.4631
C -6.7118 -2.5359 1.2746
H 1.2832 8.5804 -0.6887
C -3.3913 0.0003 -2.5641
H -4.7894 -4.7648 0.9240
C -5.0218 -3.4556 2.6378
O 5.3702 -4.2585 -3.2269
H -7.0189 -4.2429 2.5508
H 3.2743 7.1685 -0.5661
C -4.1844 -2.2068 -2.3192
H 0.0073 3.9772 -4.4347
H -0.0882 9.0984 -1.6909
H -6.1447 -8.5309 2.9457
H 1.2067 0.9625 -2.4377
H -0.0790 0.5488 -3.5914
C -4.6171 -0.7691 -2.1043
H 7.6933 0.6695 5.7276
C -6.5256 -3.2679 2.5918
C 6.7092 -0.7796 4.4750
H 6.4167 0.0163 7.6974
C 5.5209 6.1674 -2.8171
C 1.9647 3.0755 -4.1710
C 2.5063 -2.6144 -0.3693
H 4.0811 -1.2129 0.3677
H 5.6652 7.3384 -1.0146
H -4.3978 -2.5385 -3.3422
C -0.2524 6.0539 -0.8717
H -6.7009 -7.3306 4.1296
H 2.3259 3.6241 -5.0407
N 4.2535 -2.1192 -2.1560
H -8.7991 -6.1887 1.5341
C 3.1126 -1.6558 0.7091
H 2.4652 0.9626 -4.5038
H -1.6922 8.2803 -0.1179
H -8.2043 -9.1464 1.1275
H -6.6126 -1.4522 1.4038
H 1.0753 1.5659 -5.4185
H 5.4957 5.6047 -0.7031
H -3.3838 0.0700 -3.6560
C 3.3894 -2.3200 2.0977
H -8.2909 -9.4797 3.5407
C -8.3034 -8.4574 3.1626
O 4.4759 -2.5306 -4.7405
C -2.2632 -0.8997 -2.0932
H -7.6783 -2.7434 0.8112
H 6.1789 -1.6126 7.0493
H 2.9548 -3.7758 -2.1476
C 5.0614 -0.1099 5.9860
H 7.1279 -0.2702 3.6053
H 3.8861 -1.5373 2.7427
H 0.4976 6.5460 1.0856
O -0.0095 2.5264 -2.9788
H 3.6142 8.4299 -2.6026
O -2.7611 -2.2419 -2.1319
C 6.2751 -0.5565 6.7809
O -5.6595 -2.9755 0.4059
H -4.6996 -4.2677 3.2897

Properties
Gap between HOMO and LUMO   9.64 eV
Structure (SMILES)   CCCCN(O)S(=O)(=O)F.C1CCOC1.C1CCOC1.C1CCOC1.C1CCOC1.C1CCOC1.C1CCOC1.C1CCOC1

Mulliken population analysis, charges in e, atoms 1 to 4:
1. H 0.324
2. H 0.267
3. C -0.623
4. H -0.096


Density functional theory data (wB97M-V/def2-TZVPD) for a cluster of 3 separate species, C32H67FN2O9PS2 in total.

Positions of all 114 atoms, in Å:
N -4.2153 1.8544 1.7379
H -6.8787 1.4885 0.6869
H -6.8461 0.4526 5.0005
H 7.9215 -2.7183 -3.5608
H -5.5933 -0.2216 -1.4409
C 5.1741 1.4292 -4.3297
H -7.3443 -0.0741 0.0538
C 7.8445 -4.1786 -6.1427
H 2.0441 -2.3966 0.1971
H -3.7120 2.0069 2.6086
C -1.9452 1.3015 0.8202
H 1.9122 2.6634 -1.3811
C -3.6025 -0.4833 1.4155
H 2.5066 3.3382 -5.2862
C -4.6558 5.0585 2.9834
H -5.3648 2.9721 0.3968
H -1.2481 -1.2058 2.8568
C -6.1386 -2.8294 5.1393
H -1.5104 0.8853 -0.0917
H -6.0409 0.0353 1.2221
H -3.9004 3.7894 0.8511
H -2.0973 3.1197 1.4983
C 8.9617 -3.7677 -5.1739
C 5.5932 -0.0251 -4.0226
H -7.2821 -2.9697 6.9778
C -2.3905 -1.3542 1.1696
H -6.7504 -3.5799 4.6388
O 7.2811 -5.9766 -2.8997
H 1.7293 3.2422 4.5779
H 7.7429 -6.2605 -5.5069
H -6.3891 4.2489 1.9776
H -4.6231 4.9998 4.0715
H 2.7780 0.4305 -0.2700
C 3.9616 -0.7342 -1.6396
H -2.5635 -2.3622 1.5432
C 0.0925 -1.4267 1.3348
C 3.0943 -0.6100 -0.3887
H 9.0318 -3.9848 -2.9797
C -5.5160 0.6690 -0.8166
C 2.7077 2.8190 -2.1112
O 5.7415 -4.1404 -3.6018
O -6.2068 -1.8943 2.6402
O -1.3843 3.2420 3.6377
H 0.8389 0.6203 2.7141
H -6.1588 -1.6130 6.9196
H -5.6861 3.1556 3.1384
C 1.8576 -1.5283 -0.4395
H 3.6763 1.4770 -5.8828
H -8.3909 -0.6513 6.4869
C 3.0591 2.9344 -4.4386
P -0.0848 2.3367 3.9144
S 6.9770 -4.8702 -3.7678
C 5.3684 -0.1862 -1.4226
H -4.4497 -0.9920 0.9576
H 5.3179 0.8165 -0.9843
H 3.7094 -0.8519 0.4831
C 0.0721 1.3417 2.4236
C -6.8608 -2.2045 6.3286
C 8.3464 -3.6967 -3.7728
H 3.4673 -0.2100 -2.4594
H -0.1181 -2.4907 1.2205
H 5.3546 2.0677 -3.4587
C -5.4373 3.8870 2.3651
F -3.6344 2.0987 -1.2381
H -0.2238 -0.9814 -0.7499
H -3.6216 5.0820 2.6282
H -5.8418 1.4923 -1.4541
H 1.7257 -1.9029 -1.4542
H 7.1425 -3.3533 -6.2810
C 0.5480 -0.8457 0.0090
H 3.0955 0.8041 -4.3731
O -4.6786 -0.8068 4.2649
C 6.2809 -0.1937 -2.6632
H -2.1262 -1.4245 0.1168
H 7.0023 0.6233 -2.5726
C -3.4713 0.9603 0.8605
O 2.1108 2.8436 -3.3847
O -0.1704 1.5458 5.1411
H 5.8345 -0.8176 -0.6607
C -4.0125 0.9258 -0.5764
C -7.9469 -1.2983 5.7328
C -4.7031 3.1522 1.2395
S -5.9381 -1.4702 3.9944
N -1.1731 -0.8366 1.9080
O 1.1260 3.3604 3.8238
H 6.1400 -5.5624 -5.8720
H 4.7349 -0.6932 -4.1135
H 5.8329 1.8137 -5.1109
H 3.4400 2.0098 -2.0160
H -5.1550 -3.2347 5.3648
H -1.9382 0.8005 2.9009
H 0.8682 -1.3321 2.0927
C -7.2903 -0.4675 4.6244
C -6.4883 0.5251 0.3634
C -1.2557 0.6782 2.0555
H 6.8640 -1.1157 -2.6705
C 7.1351 -5.3562 -5.4851
H 8.2372 -4.4512 -7.1209
H -3.8367 -0.4438 2.4818
H -1.9136 3.2984 4.4531
H 4.0307 -1.7918 -1.9142
H 3.8290 3.6719 -4.1681
H -5.0959 6.0222 2.7315
H 0.4557 1.9392 1.5996
H 9.4066 -2.8131 -5.4509
H 6.3003 -0.3619 -4.7843
H 3.2123 3.7667 -1.8858
O -1.6464 2.6667 0.7696
H 9.7546 -4.5173 -5.1923
H 0.7063 0.2285 0.0896
H -3.4500 0.1272 -1.0765
H -7.9517 -0.2442 3.7909
C 3.7181 1.5951 -4.7986
H -8.7461 -1.9102 5.3119

Properties
Total charge   +1
Gap between HOMO and LUMO   9.08 eV

Mulliken population analysis, charges in e, atoms 1 to 4:
1. N 0.447
2. H 0.309
3. H 0.392
4. H -0.498